Density functional theory data (ωB97M-V with the def2-TZVPD basis set) for C25H43BeBrN2P2 as an isolated structure in a non-equilibrium geometry.

Each line ends with the Mulliken charge.
CARTESIAN COORDINATES (ANGSTROEM)
N (-1.75726, 1.11800, -7.37264)  -0.4549
C (-2.53561, 0.17782, -6.85314)  -0.4134
C (-2.20717, -0.46483, -5.66113)  -0.4387
C (-1.06829, -0.06395, -4.92173)  0.3568
C (-0.26690, 0.95377, -5.51115)  -0.2105
C (-0.64729, 1.49352, -6.74664)  -0.4681
C (-0.87220, -0.61281, -3.59087)  -1.4377
Be (0.06032, -1.13363, -1.46783)  -1.0922
P (-0.87320, 0.27801, 2.90107)  0.5407
C (-0.37144, 0.18245, -2.49114)  2.2364
C (-1.28129, 1.05371, -1.69514)  -0.7501
C (-0.86339, 2.26403, -1.15074)  -0.3595
C (-1.65442, 3.02528, -0.29627)  -0.7493
C (-2.93405, 2.56702, 0.06739)  -0.1525
C (-3.44608, 1.42932, -0.60304)  -0.4746
C (-2.64263, 0.73833, -1.51807)  -0.6437
Br (-3.90667, 3.39207, 1.35886)  -0.0381
H (-1.31969, -1.62315, -3.46498)  0.6076
H (0.64585, 0.57410, -2.63768)  0.9430
H (-2.89242, -1.20265, -5.25789)  0.4115
H (0.61320, 1.34882, -5.01014)  0.4130
H (-3.44157, -0.08870, -7.39881)  0.3879
H (-0.03626, 2.25897, -7.22812)  0.3843
H (0.10302, 2.64294, -1.43303)  0.6852
H (-3.05818, -0.12858, -2.04828)  0.4249
H (-1.23252, 3.91058, 0.16760)  0.4979
H (-4.43632, 1.02622, -0.37168)  0.4472
P (1.93305, -1.29000, -0.47247)  0.8426
C (-2.32275, 0.82587, 3.98577)  -0.7692
C (-2.14915, 1.80005, 5.15632)  -1.2422
H (-2.83619, -0.08560, 4.34023)  0.5217
H (-3.01039, 1.31306, 3.26884)  0.3597
H (-3.14021, 2.04801, 5.56289)  0.4218
H (-1.61555, 1.40207, 6.03739)  0.2135
H (-1.70350, 2.74675, 4.81005)  0.2627
C (0.22696, 1.81139, 3.09918)  -0.3868
C (1.04937, 1.99088, 4.37232)  -1.3482
H (-0.39953, 2.69758, 2.88670)  0.4598
H (0.93426, 1.73998, 2.25314)  0.1308
H (1.80356, 2.77094, 4.20618)  0.4349
H (0.45693, 2.32204, 5.23356)  0.2478
H (1.61088, 1.08231, 4.63126)  0.2838
C (-0.08694, -0.98934, 4.02830)  -0.4848
C (-0.34246, -0.96781, 5.53345)  -1.3996
H (0.99248, -0.99819, 3.82855)  0.3068
H (-0.45209, -1.95460, 3.64603)  0.4558
H (0.11955, -1.84441, 6.00445)  0.4422
H (0.10232, -0.10386, 6.03821)  0.2156
H (-1.40358, -1.02765, 5.79573)  0.3113
C (2.31127, -2.67891, 0.65623)  -0.2838
C (3.77731, -3.09465, 0.61240)  -1.2507
H (1.66261, -3.52843, 0.39629)  0.4835
H (2.03499, -2.35281, 1.67173)  0.2446
H (4.03024, -3.58803, -0.33401)  0.3087
H (4.45687, -2.24343, 0.74119)  0.3205
H (3.97329, -3.80080, 1.42807)  0.4260
C (3.00658, 0.03335, 0.16238)  -0.7640
C (2.78920, 1.42102, -0.42982)  -0.9301
H (4.03843, -0.31235, -0.00110)  0.5130
H (2.82135, 0.05667, 1.25232)  0.5042
H (2.97904, 1.44101, -1.51136)  0.3787
H (1.76469, 1.77426, -0.24998)  -0.0164
H (3.49065, 2.11964, 0.04861)  0.4460
C (2.51428, -1.91483, -2.10793)  -0.8805
C (1.61845, -3.02573, -2.62083)  -1.0882
H (3.55538, -2.22980, -1.96672)  0.6488
H (2.50655, -1.05202, -2.78986)  0.4864
H (2.09431, -3.49185, -3.48710)  0.4329
H (1.45176, -3.80338, -1.86782)  0.2947
H (0.63088, -2.68157, -2.96984)  0.1727
N (-1.05131, -1.79839, -0.37754)  -0.2226
H (-1.47407, -2.72374, -0.49360)  0.3988
H (-1.82373, -1.14135, -0.31237)  0.3510
H (-0.60354, -1.78999, 0.53979)  0.0926

Results
E_HOMO (spin up / spin down), eV: -13.3 / -13.3
Total charge: +2
Maximum force, eV/Å: 2.82
Energy relative to the best compared isomer or geometry (same formula, charge and spin), kcal per mole: 4.0
Molar mass, g/mol: 522.497
LUMO (spin up / spin down), eV: -8.9 / -8.9
E_tot, hartree: -4358.79111

***

Density functional theory data (ωB97M-V with the def2-TZVPD basis set) for C25H43Cl3DyN5O4Si as an isolated structure in a non-equilibrium geometry.

Each line ends with the Mulliken spin population.
CARTESIAN COORDINATES (ANGSTROEM)
C (-2.33061, -3.20573, 0.83226)  0.0023
C (-1.06082, -3.90086, 0.50057)  0.0011
H (-2.92600, -2.98252, -0.06324)  -0.0001
H (-2.12811, -2.27093, 1.38123)  0.0007
H (-2.95996, -3.84040, 1.47779)  0.0002
C (-1.06548, -5.17553, 0.04963)  0.0002
C (-2.28219, -5.88905, -0.41201)  -0.0001
H (-0.15606, -5.78231, 0.08252)  -0.0001
H (-2.93410, -5.25254, -1.03212)  0.0000
H (-2.88285, -6.27005, 0.42203)  0.0000
H (-1.97248, -6.75758, -1.00278)  0.0000
Dy (-0.92424, 1.10031, 1.58220)  4.9965
Cl (-0.31894, 2.36713, 3.72983)  0.0022
Cl (-1.25777, -0.91799, 3.00017)  0.0154
C (2.17751, 1.55753, 1.86237)  -0.0173
O (1.21771, 1.43261, 1.03291)  -0.0464
N (3.39206, 1.94007, 1.51343)  0.0007
C (3.68041, 2.37113, 0.14517)  0.0002
C (4.45170, 2.03234, 2.51918)  -0.0001
H (2.00263, 1.36808, 2.92806)  -0.0032
H (2.99691, 3.16318, -0.17313)  0.0000
H (3.59425, 1.52749, -0.55771)  0.0001
H (4.71328, 2.72934, 0.13914)  0.0000
H (4.09090, 2.57812, 3.39902)  0.0000
H (5.30015, 2.55614, 2.06675)  0.0000
H (4.77737, 1.03418, 2.84692)  0.0001
H (-6.08924, 2.22818, -1.41132)  0.0000
H (-3.27008, -0.46851, -2.04279)  0.0003
C (-5.15157, 2.32998, -1.97183)  -0.0001
C (-3.47267, 0.51360, -2.48048)  -0.0005
N (-4.16559, 1.35992, -1.50819)  0.0001
H (-4.79171, 3.35932, -1.84709)  0.0000
C (-3.73130, 1.38610, -0.24889)  -0.0047
O (-2.64980, 0.82904, 0.10039)  -0.0134
H (-2.52355, 0.97348, -2.80162)  0.0000
H (-4.37667, 1.92657, 0.46395)  -0.0005
H (-5.33282, 2.15346, -3.03569)  0.0000
H (-4.13887, 0.41450, -3.33991)  0.0000
O (0.18630, -1.77634, 0.27616)  0.0470
C (0.23192, -3.11926, 0.77347)  -0.0006
C (1.74112, -4.62249, -0.72295)  0.0000
C (1.51585, -3.92760, 0.46795)  -0.0003
H (0.94866, -4.67507, -1.47094)  -0.0001
C (2.95195, -5.29629, -0.94497)  0.0001
H (0.20232, -2.93134, 1.85151)  -0.0003
C (2.49988, -3.96471, 1.46264)  0.0002
H (3.08606, -5.83790, -1.88022)  0.0000
C (3.94254, -5.29163, 0.03513)  0.0000
C (3.71163, -4.62823, 1.24421)  0.0001
H (2.28661, -3.45929, 2.40835)  0.0000
H (4.89443, -5.80207, -0.14307)  0.0000
H (4.46563, -4.63444, 2.03335)  0.0000
Si (0.99733, -1.49694, -1.42856)  0.0002
Cl (-0.40320, -2.67143, -2.39118)  0.0002
C (2.29556, -2.01855, -2.81448)  0.0002
C (2.65731, -1.06367, -0.50310)  -0.0003
C (0.26759, 0.18980, -1.83263)  -0.0031
H (3.34456, -1.79114, -2.61127)  0.0000
H (2.02789, -1.44758, -3.71867)  0.0000
H (2.26978, -3.08773, -3.05972)  0.0000
H (-0.82022, 0.18665, -1.70061)  0.0022
H (0.49055, 0.48051, -2.86343)  0.0005
H (0.69766, 0.95955, -1.17732)  0.0041
H (3.25553, -1.96422, -0.32311)  -0.0001
H (2.45843, -0.59234, 0.46231)  -0.0001
H (3.27551, -0.38165, -1.09488)  0.0000
C (-3.27624, 5.97806, 2.22775)  -0.0003
N (-2.22085, 5.43660, 1.37077)  0.0014
C (-1.42012, 6.29261, 0.69370)  -0.0001
C (-0.42944, 5.80356, -0.09983)  -0.0012
C (-0.28173, 4.39805, -0.17930)  -0.0035
N (-1.00348, 3.54623, 0.56377)  0.0239
C (-2.04070, 4.05625, 1.30732)  -0.0114
O (-2.79268, 3.27953, 1.92690)  0.0071
N (0.63320, 3.86253, -1.01553)  0.0002
H (-3.30543, 7.06224, 2.06200)  0.0000
H (-3.05985, 5.78970, 3.28288)  -0.0001
H (-4.24500, 5.54243, 1.98018)  0.0002
H (-1.63746, 7.35142, 0.83003)  0.0000
H (0.23115, 6.45126, -0.67303)  0.0001
H (1.13237, 4.44765, -1.66514)  0.0000
H (0.73570, 2.84951, -1.09317)  0.0005

Results
E_HOMO (spin up / spin down), eV: -6.5 / -6.5
Total charge: 0
Maximum force, eV/Å: 3.26
Energy relative to the best compared isomer or geometry (same formula, charge and spin), kcal per mole: 0.0
2S+1: 6
Molar mass, g/mol: 774.595
LUMO (spin up / spin down), eV: -0.5 / -0.5
E_tot, hartree: -4108.49539

***

Density functional theory data (ωB97M-V with the def2-TZVPD basis set) for C25H43F3NdO3P2S as an isolated structure in a non-equilibrium geometry.

Each line ends with the Mulliken spin population.
CARTESIAN COORDINATES (ANGSTROEM)
Nd (-0.45462, 2.65209, 1.94896)  3.0391
C (-2.71178, 2.84745, 3.37164)  -0.0189
C (-2.33087, 1.48467, 3.52742)  0.0064
C (-0.58060, 2.79633, 4.30472)  -0.0091
C (-1.63160, 3.67604, 3.79660)  -0.0057
C (-1.02503, 1.43200, 4.09900)  -0.0100
C (-4.01592, 3.29396, 2.80978)  -0.0021
H (-4.47986, 2.48843, 2.22457)  0.0000
H (-3.90318, 4.14974, 2.13569)  -0.0005
H (-4.73692, 3.57031, 3.59612)  -0.0011
C (-1.39463, 5.08097, 3.37151)  0.0032
H (-2.27616, 5.51819, 2.88450)  0.0003
H (-0.54520, 5.21177, 2.64617)  0.0002
H (-1.13234, 5.70455, 4.23925)  -0.0006
C (0.83372, 3.25271, 4.30711)  0.0030
H (0.92607, 4.04585, 5.05937)  -0.0001
H (1.20089, 3.74620, 3.34859)  -0.0015
H (1.51791, 2.42114, 4.50909)  -0.0004
C (-0.20814, 0.17695, 4.14373)  -0.0041
H (-0.16133, -0.26974, 5.15415)  -0.0004
H (0.83175, 0.32503, 3.80243)  -0.0015
H (-0.63814, -0.60678, 3.49467)  -0.0023
C (-3.12090, 0.31664, 3.01958)  0.0076
H (-3.63445, -0.26269, 3.80658)  -0.0010
H (-2.50219, -0.39163, 2.44371)  -0.0047
H (-3.90157, 0.64265, 2.31844)  0.0006
C (-1.83100, 0.28915, -1.94235)  0.0013
C (-3.00527, 0.09022, -1.33764)  -0.0006
C (-3.43435, -1.08046, -0.52171)  -0.0008
C (-2.37503, -2.21279, -0.39772)  0.0007
C (-1.18821, -1.86489, 0.44658)  -0.0003
C (-0.03487, -1.21887, 0.17286)  -0.0012
C (0.40001, -0.55362, -1.09692)  0.0008
C (-0.67725, -0.62807, -2.18829)  -0.0021
H (-4.36287, -1.51538, -0.94057)  -0.0001
H (-2.12831, -2.59490, -1.39153)  0.0000
H (-3.70245, -0.73276, 0.49326)  0.0005
H (-1.00599, -1.66056, -2.31143)  0.0001
H (-1.63769, 1.29728, -2.32164)  0.0003
H (-3.74588, 0.89710, -1.38057)  -0.0001
H (-0.21646, -0.31821, -3.14214)  0.0000
H (0.66578, 0.50625, -0.90935)  0.0009
H (0.69305, -1.12875, 1.00294)  0.0005
H (1.34103, -1.01591, -1.46873)  -0.0005
H (-2.88128, -3.04554, 0.11937)  0.0001
H (-1.35003, -2.14929, 1.49559)  0.0002
P (2.54323, -2.45619, -2.95043)  0.0001
P (4.96232, -3.55644, -1.52662)  0.0000
C (3.56355, -3.67573, -3.96463)  0.0000
C (4.97235, -3.79893, -3.39341)  0.0000
H (3.58972, -3.31980, -5.00779)  0.0000
H (3.04765, -4.64988, -3.94568)  0.0000
H (5.40692, -4.78528, -3.62444)  0.0000
H (5.62291, -3.01440, -3.81002)  0.0000
C (6.78837, -3.68236, -1.37047)  0.0000
H (7.05523, -3.71866, -0.31159)  0.0000
H (7.24937, -2.79132, -1.80573)  0.0000
H (7.18024, -4.57162, -1.87418)  0.0000
C (4.56789, -5.31260, -1.13169)  0.0000
H (5.15814, -5.99897, -1.74804)  0.0000
H (3.50293, -5.50367, -1.28815)  0.0000
H (4.79368, -5.48782, -0.07590)  0.0000
C (2.52078, -1.12672, -4.23667)  0.0000
H (1.82797, -0.32566, -3.94792)  0.0000
H (2.23851, -1.54535, -5.21356)  0.0000
H (3.53643, -0.70773, -4.29529)  0.0000
C (0.95888, -3.35239, -3.25399)  0.0001
H (1.01816, -4.33665, -2.76838)  0.0000
H (0.77626, -3.46969, -4.33113)  0.0000
H (0.12690, -2.81170, -2.79821)  0.0000
F (-3.85309, 6.24492, -1.33755)  0.0000
C (-3.52135, 5.40282, -0.34213)  0.0001
F (-3.29631, 6.13799, 0.78461)  0.0001
F (-4.58010, 4.58739, -0.10279)  0.0000
S (-2.00597, 4.41104, -0.77974)  0.0009
O (-2.40751, 3.56440, -1.87101)  -0.0004
O (-0.95071, 5.37892, -0.91597)  -0.0006
O (-1.84116, 3.60924, 0.49508)  0.0039

Results
E_HOMO (spin up / spin down), eV: -9.4 / -9.4
Total charge: +1
Maximum force, eV/Å: 1.82
Energy relative to the best compared isomer or geometry (same formula, charge and spin), kcal per mole: 4.8
2S+1: 4
Molar mass, g/mol: 686.865
LUMO (spin up / spin down), eV: -4.4 / -4.0
E_tot, hartree: -3145.73148